(1)
Density functional theory data (ωB97M-V/def2-TZVPD) for C42H32F6O6V as an isolated structure at a distorted geometry.

The geometry in XYZ format:
```
87
Properties=species:S:1:pos:R:3:forces:R:3:mulliken_charge:R:1
O 4.0252 -18.9224 -1.6801 0.612 0.414 0.133 -0.72
V 5.5101 -18.3954 -1.4271 -0.391 -1.500 -0.331 1.40
O 5.5157 -16.8745 -1.0536 -0.091 0.850 0.189 -0.73
C 9.2583 -24.9187 -3.2272 -2.033 4.306 0.923 -0.45
C 8.8158 -23.6742 -2.5335 -0.105 0.802 -0.679 0.43
C 9.0862 -23.5497 -0.9642 -2.062 2.208 0.906 0.42
O 8.7331 -22.4934 -0.3267 1.100 -2.324 -1.926 -0.67
C 9.5119 -24.7221 -0.2995 -0.930 2.127 -0.780 -0.42
C 9.9364 -25.8047 -1.0394 3.711 -3.916 3.450 0.47
C 9.8716 -25.9129 -2.5299 1.208 -3.063 -1.680 0.34
O 10.3394 -26.8800 -3.2019 -0.245 0.732 1.851 -0.67
O 10.5940 -26.6639 -0.3002 -1.877 1.428 -2.934 -0.65
O 8.2590 -22.7149 -3.1121 0.917 -1.733 0.932 -0.65
H 9.0797 -24.9481 -4.2919 0.170 -0.219 -0.014 0.44
H 9.6129 -24.7220 0.7758 0.012 -0.112 -0.039 0.46
F -0.7246 -11.3289 -5.3117 -0.196 -0.024 0.210 -0.30
C -0.0241 -11.0792 -4.1848 -0.353 0.733 0.351 0.27
C -0.6256 -10.4123 -3.1211 -0.057 -0.660 -0.487 -0.31
C 0.1340 -10.1135 -1.9933 0.621 0.048 -0.355 -0.42
C 1.4975 -10.4019 -1.9676 0.682 -0.996 -1.593 -0.36
C 2.1287 -11.0444 -3.1017 -2.302 1.058 1.937 -0.44
C 1.3033 -11.3837 -4.1814 2.508 0.243 0.216 -0.28
H -1.6755 -10.1890 -3.2403 -0.086 0.171 0.298 0.39
H -0.2812 -9.5881 -1.1460 -0.275 -0.044 -0.023 0.35
H 2.0843 -10.1353 -1.1010 0.062 -0.001 0.024 0.35
H 3.1904 -11.2397 -3.0692 -0.038 -0.079 -0.243 0.37
H 1.8551 -11.7175 -5.0477 -0.570 -0.454 -0.334 0.36
F 0.9158 -18.0780 3.1515 -1.253 0.151 0.501 -0.29
C -0.4287 -17.8027 3.2369 -0.093 0.472 -1.518 0.42
C -1.3062 -18.6323 3.9282 0.589 0.569 -0.274 -0.49
C -2.6798 -18.3657 3.8598 0.500 -0.451 0.456 -0.21
C -3.1589 -17.2604 3.1858 -0.515 -0.315 0.603 -0.54
C -2.2704 -16.4507 2.5465 0.534 1.234 -0.495 -0.20
C -0.9255 -16.7216 2.4758 0.813 -0.769 0.986 -0.50
H -0.8590 -19.4120 4.5270 -0.294 -0.284 -0.029 0.40
H -3.3484 -19.0250 4.3935 -0.107 -0.006 0.043 0.34
H -4.1944 -16.9560 3.2264 -0.145 -0.287 0.014 0.36
H -2.5656 -15.4871 2.1584 -0.382 -0.102 -0.386 0.33
H -0.2995 -16.0423 1.9163 0.355 -0.213 0.102 0.38
F 4.2135 -28.4586 -2.6041 -0.559 0.327 0.906 -0.29
C 3.7755 -27.8933 -1.4402 0.336 0.212 1.730 0.32
C 3.0470 -26.6894 -1.4592 0.011 -0.630 0.078 -0.33
C 2.6564 -26.1008 -0.2591 0.556 -1.304 1.150 -0.34
C 2.9460 -26.7433 0.9803 0.586 1.195 -0.524 -0.42
C 3.7648 -27.8562 1.0341 -0.445 -0.945 -1.979 -0.41
C 4.1367 -28.4698 -0.1829 -0.502 0.684 -1.142 -0.32
H 2.7064 -26.2463 -2.3834 0.367 0.014 -0.212 0.38
H 2.1725 -25.1354 -0.2414 -0.234 -0.091 -0.142 0.37
H 2.6768 -26.2591 1.9074 -0.220 0.096 0.018 0.33
H 4.0619 -28.3980 1.9199 -0.146 0.394 0.322 0.36
H 4.6536 -29.4174 -0.1490 0.259 0.056 -0.213 0.36
F 12.8187 -11.8076 7.8054 -0.724 -0.480 -1.197 -0.29
C 12.3005 -12.3116 6.6273 0.985 1.204 -1.176 0.09
C 11.4598 -13.3622 6.5995 -1.275 -1.825 1.315 -0.02
C 10.9968 -13.9609 5.4196 0.421 1.463 0.406 -0.64
C 11.4317 -13.3821 4.2515 -0.765 0.203 -1.754 -0.16
C 12.2583 -12.2668 4.1838 0.090 -0.241 1.767 -0.57
C 12.6633 -11.7335 5.4002 1.145 0.375 0.687 -0.17
H 11.1007 -13.7530 7.5401 0.060 -0.129 0.212 0.35
H 10.2250 -14.7152 5.4597 0.224 -0.166 -0.093 0.37
H 11.0108 -13.6313 3.2886 -0.059 -0.782 -0.018 0.31
H 12.5890 -11.8631 3.2383 -0.098 0.105 0.058 0.38
H 13.3713 -10.9206 5.4660 -0.005 0.271 -0.210 0.36
F 12.4324 -17.1976 -2.7174 0.337 0.014 0.228 -0.29
C 13.6973 -17.3185 -3.1735 0.420 0.353 0.103 0.50
C 13.8720 -17.7729 -4.4589 0.974 -0.102 -0.338 -0.46
C 15.1883 -17.9142 -4.9170 -0.033 -1.089 -0.082 -0.27
C 16.3164 -17.6846 -4.1403 -1.223 0.580 0.871 -0.44
C 16.1192 -17.1144 -2.8725 -1.305 -1.132 -0.150 -0.34
C 14.7815 -16.9824 -2.3656 1.304 0.170 -0.610 -0.46
H 13.0302 -18.1028 -5.0495 -0.041 0.144 -0.051 0.39
H 15.3918 -18.4467 -5.8344 -0.399 0.171 -0.390 0.30
H 17.2659 -18.0772 -4.4731 0.198 0.472 -0.029 0.35
H 17.0042 -17.0020 -2.2639 -0.239 0.375 0.411 0.34
H 14.6038 -16.6345 -1.3587 0.002 0.046 0.039 0.38
F 6.5961 -15.8790 -7.3360 -0.249 -0.147 0.885 -0.28
C 7.0167 -15.3959 -8.4878 0.532 0.855 -1.298 0.05
C 7.9756 -14.3998 -8.5591 0.686 0.846 0.227 -0.17
C 8.4670 -13.9328 -9.7815 -0.749 -0.464 1.128 -0.51
C 7.9582 -14.4766 -10.9334 0.692 -0.153 -1.242 -0.23
C 6.9802 -15.4469 -10.9113 -0.218 0.078 1.390 -0.51
C 6.4828 -15.8663 -9.6599 -0.253 -0.702 -1.563 -0.14
H 8.3859 -13.8980 -7.6952 -0.170 -0.386 0.453 0.36
H 9.2137 -13.1528 -9.7604 0.060 -0.041 -0.209 0.36
H 8.4179 -14.2300 -11.8790 -0.130 0.273 -0.185 0.33
H 6.6197 -15.8747 -11.8351 -0.137 -0.064 0.079 0.36
H 5.7100 -16.6207 -9.6705 -0.063 -0.095 0.335 0.38
```
Forces are in eV/Å.

frontier orbital gap	1.93	eV
total charge	-1
relative energy (zero: lowest compared OMol25 entry of this formula, charge and spin)	210.4	kcal per mole
HOMO	-0.129	hartree
2S+1	1
total energy	-98342.70399	eV

***

(2)
Density functional theory data (ωB97M-V/def2-TZVPD) for C42H32N8O2Ru as an isolated structure at a distorted geometry.

The geometry in XYZ format:
```
85
Properties=species:S:1:pos:R:3:forces:R:3:mulliken_charge:R:1
Ru 0.0836 -0.7561 -0.0982 -1.856 -0.688 0.166 -0.73
C 6.4647 1.8196 -0.4736 -0.081 0.061 -0.063 -0.47
C 5.5962 2.4172 -1.3786 0.008 0.067 -0.121 -0.90
C 4.2308 2.3693 -1.1672 -0.022 0.304 0.008 0.18
C 3.7187 1.6855 -0.0499 -0.227 0.016 -0.345 -0.29
C 4.5973 1.0817 0.8565 0.023 -0.514 0.111 -0.13
C 5.9604 1.1719 0.6518 -0.128 -0.001 0.202 -0.83
N 2.3495 1.5674 0.1138 0.469 -0.037 0.765 0.30
C 1.6106 2.6417 0.1619 -0.023 -0.241 -0.523 0.47
C 2.1931 3.9372 0.3846 -0.061 0.437 -0.162 -0.38
C 1.4122 5.0447 0.4955 0.215 0.194 0.018 -0.97
C 0.0164 4.9242 0.3812 0.202 -0.070 -0.016 -0.54
C -0.5861 3.7000 0.1547 0.149 -0.608 0.023 -0.71
C 0.1715 2.5301 0.0422 -0.409 0.666 -0.031 0.43
N -0.4548 1.2877 -0.2041 0.513 -0.543 -0.030 1.12
N -1.6826 1.4589 -0.5209 -0.267 0.488 0.102 -0.99
C -2.4951 0.3678 -0.4129 -0.028 -0.482 -0.081 0.13
C -3.8456 0.4664 -0.7373 0.024 0.296 -0.074 -0.47
C -4.6608 -0.6237 -0.5119 -0.085 0.021 -0.035 -0.56
C -4.1137 -1.7655 0.0610 0.061 0.071 -0.002 -0.82
C -2.7579 -1.7981 0.3486 -0.064 -0.133 0.177 -0.29
N -1.9566 -0.7633 0.0920 0.167 0.462 -0.187 0.67
H 7.5327 1.8673 -0.6392 -0.015 -0.006 0.012 0.45
H 5.9865 2.9390 -2.2435 -0.025 -0.070 0.013 0.45
H 3.5370 2.8316 -1.8608 0.072 -0.091 -0.053 0.57
H 4.1941 0.5986 1.7401 0.034 -0.045 -0.096 0.48
H 6.6386 0.7452 1.3797 -0.025 0.005 -0.031 0.47
H 3.2666 3.9989 0.4975 -0.068 -0.001 0.155 0.55
H 1.8639 6.0108 0.6787 -0.056 -0.021 0.048 0.44
H -0.6075 5.8030 0.4845 0.013 0.014 -0.030 0.45
H -1.6562 3.6354 0.0617 -0.061 0.010 0.022 0.57
H -4.2069 1.4010 -1.1458 -0.061 -0.082 -0.020 0.56
H -5.7126 -0.5879 -0.7641 0.037 0.034 0.019 0.44
H -4.7260 -2.6298 0.2805 0.051 0.005 -0.003 0.52
H -2.3016 -2.6691 0.7962 0.047 -0.028 -0.051 0.64
C 0.1898 -0.8696 4.1823 -0.015 0.011 0.042 -1.07
C 1.2979 -1.6739 4.3889 0.051 -0.037 0.049 -0.78
C 2.0678 -2.0544 3.3026 0.061 -0.025 0.077 -0.94
C 1.7076 -1.6375 2.0345 -0.018 0.156 0.011 0.76
N 0.5989 -0.8851 1.8386 0.272 -0.171 0.235 1.20
C -0.1320 -0.5039 2.8905 0.045 -0.034 0.009 -0.35
C 2.4952 -1.9190 0.8165 -0.069 0.196 -0.162 0.47
C 3.6393 -2.6934 0.7815 0.121 -0.084 0.083 -0.42
C 4.3155 -2.8467 -0.4192 0.073 -0.049 0.013 -1.08
C 3.8419 -2.2098 -1.5535 0.036 -0.004 -0.005 -1.01
C 2.6866 -1.4558 -1.4556 0.063 -0.011 0.149 -0.71
N 2.0233 -1.3284 -0.3035 0.876 0.442 -0.071 1.20
H -0.4273 -0.5364 5.0054 0.011 -0.017 -0.031 0.48
H 1.5655 -1.9976 5.3860 -0.007 0.007 -0.026 0.50
H 2.9428 -2.6724 3.4431 -0.026 0.006 0.022 0.51
H -1.0001 0.1031 2.6762 -0.040 -0.012 -0.045 0.50
H 3.9977 -3.1853 1.6756 -0.012 0.014 -0.048 0.50
H 5.2058 -3.4612 -0.4662 -0.030 0.024 0.009 0.58
H 4.3495 -2.3016 -2.5037 -0.025 0.001 0.012 0.59
H 2.2598 -0.9513 -2.3114 -0.070 -0.010 -0.008 0.56
O -0.3561 -1.3818 -2.1565 0.178 -0.018 0.132 -0.73
C -0.3287 -2.5801 -1.7555 -0.118 -0.372 -0.044 -0.21
N -0.4651 -3.7224 -2.4256 -0.080 -0.099 -0.066 0.26
C -0.3822 -4.8683 -1.5060 0.036 0.053 0.266 3.90
C -0.0658 -4.1302 -0.1608 0.053 0.180 -0.121 -1.52
O 0.1442 -4.6432 0.9096 0.010 0.021 -0.079 -0.64
N -0.1205 -2.7859 -0.4306 0.096 0.200 -0.169 0.79
C 0.7328 -5.8111 -1.9361 -0.089 0.020 -0.033 -0.46
C 0.4801 -6.7137 -2.9660 0.028 0.038 -0.015 -0.30
C 1.4926 -7.5320 -3.4429 -0.045 -0.011 -0.042 -0.92
C 2.7630 -7.4636 -2.8876 0.030 -0.016 0.009 -0.51
C 3.0155 -6.5751 -1.8535 -0.003 0.026 0.022 -1.09
C 2.0049 -5.7472 -1.3810 0.014 0.000 0.009 -0.15
C -1.7276 -5.5673 -1.3177 -0.010 0.082 -0.111 -0.67
C -1.7819 -6.6993 -0.5091 0.014 -0.024 0.030 -0.22
C -2.9848 -7.3592 -0.3161 0.052 -0.002 0.061 -0.93
C -4.1444 -6.8945 -0.9238 -0.064 -0.010 0.035 -0.46
C -4.0983 -5.7587 -1.7140 0.012 0.068 -0.017 -0.97
C -2.8934 -5.0891 -1.9051 0.017 -0.003 -0.001 -0.34
H -0.5689 -3.8039 -3.4235 0.015 0.046 -0.004 0.30
H -0.5157 -6.7782 -3.3924 0.036 -0.039 0.027 0.44
H 1.2856 -8.2314 -4.2432 0.014 0.025 0.026 0.42
H 3.5513 -8.1095 -3.2532 -0.035 0.012 0.014 0.42
H 3.9991 -6.5374 -1.3998 -0.037 0.003 -0.030 0.45
H 2.2078 -5.0732 -0.5575 -0.002 -0.013 -0.001 0.50
H -0.8793 -7.0506 -0.0240 -0.026 -0.048 -0.047 0.49
H -3.0193 -8.2407 0.3118 0.015 0.028 -0.026 0.44
H -5.0824 -7.4152 -0.7765 0.046 0.001 -0.018 0.44
H -4.9985 -5.3950 -2.1944 0.031 -0.002 0.008 0.47
H -2.8696 -4.2003 -2.5240 -0.010 -0.036 -0.017 0.48
```
Forces are in eV/Å.

frontier orbital gap (spin up / spin down)	4.07 / 4.11	eV
total charge	+2
relative energy (zero: lowest compared OMol25 entry of this formula, charge and spin)	31.7	kcal per mole
HOMO (spin up / spin down)	-0.471 / -0.471	hartree
2S+1	1
total energy	-62658.22702	eV

***

Q: Which of these has the lowest total energy?
A: C42H32F6O6V

***

Q: Number 2 is which compound?
A: C42H32N8O2Ru

***

Q: Look up the total charge of the second one.
A: +2